1.
# C6H13O7Tl2

C6H13O7Tl2 as an isolated structure (ωB97M-V with the def2-TZVPD basis set, OMol25).

```
! wB97M-V def2-TZVPD RIJCOSX def2/J DEFGRID3
* xyz 5 1
H 1.53 3.35 -0.03
O -0.30 -2.13 -1.70
O 1.64 1.42 1.73
C 2.47 1.14 0.90
C 1.55 2.61 -0.83
C -3.85 -1.37 -1.83
H -4.32 -1.43 -2.81
C 0.67 -2.80 -0.94
H -3.87 -0.35 -1.44
Tl -2.39 0.49 3.65
H 0.66 -3.88 -1.14
O 2.48 1.65 -0.36
O -2.91 2.35 0.44
O 3.53 0.27 1.08
Tl -5.54 5.45 0.66
H 1.68 -2.40 -1.03
H 0.63 2.04 -0.98
O -2.48 -1.72 -2.21
H 1.82 2.93 -1.84
H 0.55 -2.75 0.14
H 3.53 -1.07 2.79
H -2.19 1.85 0.01
O -1.90 -2.07 -0.02
H 3.74 0.65 3.19
C 3.93 -0.12 2.44
C -1.53 -1.93 -1.19
H 5.01 -0.16 2.31
H -4.12 -2.04 -1.02
*
```

Results
Highest occupied orbital energy ... -25.83 eV
Lowest unoccupied orbital energy ... -0.857 hartree
E_tot ... -30073.068 eV

natural (NBO) atomic charge list, values in e, 8 entries: H 0.263; O -0.273; O -0.340; C 0.958; C -0.241; C -0.230; H 0.318; C -0.296

2.
# C6H13P

A 3-piece molecular cluster, C6H13P overall (ωB97M-V with the def2-TZVPD basis set, OMol25).

```
! wB97M-V def2-TZVPD RIJCOSX def2/J DEFGRID3
* xyz 0 1
H -5.42 1.25 0.22
H -4.81 1.80 -1.42
C -1.19 -0.61 -0.16
H 4.41 -1.75 -0.52
H -4.19 2.58 0.02
C 4.18 -0.74 -0.14
P -2.76 -1.18 -0.20
C -0.06 -1.63 -0.07
C -0.65 0.89 -0.15
H 0.68 -1.42 -0.87
H 4.27 0.09 -0.94
H -0.36 1.24 0.80
H 0.30 0.87 -0.86
H -0.37 -2.59 -0.02
H 3.87 0.75 1.36
H -1.47 1.44 -0.45
C 3.97 -0.31 1.05
C -4.71 1.67 -0.38
H 0.49 -1.31 0.83
H 3.82 -1.04 1.91
*
```

Results
Highest occupied orbital energy (spin up / spin down) ... -8.82 / -7.79 eV
ΔE to the lowest compared entry with this formula, charge and spin ... 123.4 kcal/mol
Lowest unoccupied orbital energy (spin up / spin down) ... -0.012 / 0.006 hartree
E_tot ... -15715.638 eV

natural (NBO) atomic charge list, values in e, 8 entries: H 0.163; H 0.164; C -0.417; H 0.210; H 0.159; C -0.397; P 0.421; C -0.649

3.
# C6H13S

A 2-piece molecular cluster, C6H13S overall (ωB97M-V with the def2-TZVPD basis set, OMol25).

```
! wB97M-V def2-TZVPD RIJCOSX def2/J DEFGRID3
* xyz 0 2
H -0.69 -2.07 0.62
C 3.33 -0.12 1.48
C 0.85 -0.59 1.17
H 3.76 0.70 2.08
H 3.32 0.17 0.44
C 1.94 -0.52 1.96
H 4.05 -0.97 1.52
H -1.29 -0.67 1.56
S -0.92 -0.54 -1.59
H -1.53 0.63 -3.74
H -0.45 -1.86 2.47
H -1.47 2.25 -1.46
C -2.33 1.72 -1.97
H 1.78 -0.69 3.06
C -1.95 0.41 -2.75
H -2.96 1.33 -1.14
H 0.82 0.00 0.22
H -2.86 -0.23 -2.82
C -0.45 -1.38 1.48
H -2.96 2.44 -2.60
*
```

Results
Highest occupied orbital energy (spin up / spin down) ... -8.74 / -8.74 eV
ΔE to the lowest compared entry with this formula, charge and spin ... 19.7 kcal/mol
Lowest unoccupied orbital energy (spin up / spin down) ... 0.034 / -0.069 hartree
E_tot ... -17265.315 eV

natural (NBO) atomic charge list, values in e, 8 entries: H 0.225; C -0.641; C -0.188; H 0.209; H 0.212; C -0.195; H 0.218; H 0.214

4.
# C6H14

C6H14 as an isolated structure (ωB97M-V with the def2-TZVPD basis set, OMol25).

```
! wB97M-V def2-TZVPD RIJCOSX def2/J DEFGRID3
* xyz -1 2
H 1.25 1.59 -2.90
H 0.39 -1.04 0.10
H -1.62 0.86 3.01
H 0.68 -1.35 -2.28
C -1.18 0.14 0.94
H -0.92 1.03 -1.63
H -0.23 1.54 1.98
H -0.12 -0.09 2.73
C -0.78 0.68 2.34
C 0.12 0.04 0.12
H -0.31 -0.31 -3.31
H 0.77 -2.22 4.30
H -1.83 0.80 0.34
C 0.62 -0.35 -2.74
C 0.01 0.70 -1.19
H 0.19 -1.76 4.29
H -1.62 -0.87 1.00
H 1.31 -0.82 -3.60
H 2.04 0.52 -1.45
C 1.21 0.91 -2.06
*
```

Results
Highest occupied orbital energy (spin up / spin down) ... 0.35 / -1.77 eV
ΔE to the lowest compared entry with this formula, charge and spin ... 103.0 kcal/mol
Lowest unoccupied orbital energy (spin up / spin down) ... 0.171 / 0.162 hartree
E_tot ... -6442.951 eV

natural (NBO) atomic charge list, values in e, 8 entries: H 0.189; H 0.133; H 0.161; H 0.208; C -0.421; H 0.151; H 0.223; H 0.192

5.
# C6H14

A 2-piece molecular cluster, C6H14 overall (ωB97M-V with the def2-TZVPD basis set, OMol25).

```
! wB97M-V def2-TZVPD RIJCOSX def2/J DEFGRID3
* xyz 0 1
H 0.10 0.30 -2.15
H -0.80 2.73 1.04
C 0.06 2.21 0.60
H 1.60 -0.90 0.88
H 1.76 0.32 -0.39
H 0.97 2.73 0.91
H 2.26 0.69 1.25
H -0.85 -1.05 -2.72
H -0.67 0.22 0.51
H -1.53 0.02 -1.44
H -0.01 2.30 -0.49
C -0.83 -2.11 0.06
H -1.07 -3.09 -0.37
C 0.05 -1.50 -0.97
H -0.07 0.62 2.08
H -1.77 -1.60 0.33
C 1.51 0.16 0.67
C 0.13 0.75 1.01
H -0.26 -2.34 0.97
C -0.61 -0.47 -1.81
*
```

Results
Highest occupied orbital energy ... -8.05 eV
ΔE to the lowest compared entry with this formula, charge and spin ... 95.9 kcal/mol
Lowest unoccupied orbital energy ... 0.018 hartree
E_tot ... -6445.250 eV

natural (NBO) atomic charge list, values in e, 8 entries: H 0.242; H 0.209; C -0.605; H 0.223; H 0.213; H 0.202; H 0.207; H 0.280

6.
# C6H14

A 2-piece molecular cluster, C6H14 overall (ωB97M-V with the def2-TZVPD basis set, OMol25).

```
! wB97M-V def2-TZVPD RIJCOSX def2/J DEFGRID3
* xyz 0 1
H 0.46 0.28 1.29
C 2.77 0.28 -0.24
C -1.16 0.28 -0.09
H 1.26 -1.26 -0.44
C 0.30 0.55 0.24
H 0.47 1.63 0.19
H -0.90 -0.45 -2.07
H -3.09 0.10 0.86
C -1.58 -0.20 -1.26
H 1.18 0.00 -1.67
H 2.99 0.09 0.81
H 2.88 1.36 -0.42
H -0.97 -2.02 0.47
C 1.35 -0.18 -0.60
H 3.52 -0.24 -0.84
H -2.29 1.66 1.13
H -1.73 0.23 1.98
H -2.64 -0.39 -1.44
H -0.70 -2.30 1.10
C -2.13 0.58 1.02
*
```

Results
Highest occupied orbital energy ... -9.27 eV
ΔE to the lowest compared entry with this formula, charge and spin ... 38.2 kcal/mol
SMILES string ... C=C(C)CCC.[H][H]
Lowest unoccupied orbital energy ... 0.045 hartree
E_tot ... -6447.754 eV

natural (NBO) atomic charge list, values in e, 8 entries: H 0.204; C -0.601; C 0.055; H 0.204; C -0.445; H 0.215; H 0.198; H 0.217